Formula: C2H9N2O
Source: OMol25
Level of theory: wB97M-V/def2-TZVPD

Relative energy (zero: lowest compared OMol25 entry of this formula, charge and spin), eV: 0.4725
Net charge: +1
LUMO level, Eh: -0.1090
Multiplicity: 1

Geometry as XYZ:
```
14
Properties=species:S:1:pos:R:3:forces:R:3:mulliken_charge:R:1
C -1.3793 1.6329 1.0771 -0.3 0.2 -0.7 -0.797
N -0.4009 0.6193 1.5410 -0.1 -0.4 -1.2 -0.312
H -1.7599 2.2189 1.9073 0.0 -0.1 0.0 0.352
H -2.1853 1.1215 0.5572 -0.1 -0.1 0.3 0.325
H -0.9390 2.2856 0.3254 0.3 0.0 0.3 0.316
H -0.8867 -0.0709 2.1016 0.2 -0.1 0.4 0.374
H 0.0593 0.0608 0.7079 -0.4 0.6 0.9 0.372
H 0.3524 1.0425 2.0619 0.2 0.0 0.4 0.374
C 1.0659 -1.5778 -1.0840 0.6 0.1 -0.2 0.142
N 1.3883 -1.3288 -2.3539 -0.4 -1.0 0.2 -0.294
O 0.8415 -0.7353 -0.2161 -0.1 -0.2 -0.6 -0.639
H 1.1133 -2.6496 -0.8626 -0.1 0.0 0.3 0.295
H 1.5110 -2.1486 -2.9284 0.1 0.1 -0.2 0.262
H 1.2195 -0.4705 -2.8343 0.1 0.6 0.1 0.232
```
Forces are in eV/Å.